{"formula": "C18H15AuF5N5", "method": "ωB97M-V with the def2-TZVPD basis set", "charge": 2, "homo_lumo_gap_ha": [0.2810, 0.1555], "mol_weight_g_mol": 593.31, "multiplicity": 3, "elements": ["Au", "C", "N", "C", "C", "N", "C", "C", "C", "C", "C", "C", "N", "C", "N", "C", "C", "C", "C", "C", "C", "N", "H", "H", "H", "H", "H", "H", "H", "H", "H", "H", "H", "H", "H", "H", "H", "F", "C", "F", "C", "F", "F", "F"], "xyz": [[0.78, 1.06, -1.80], [-1.22, -1.48, -2.21], [0.17, -1.02, -2.62], [1.22, -2.03, -2.25], [1.80, -1.68, -0.92], [1.81, -0.43, -0.54], [2.45, -0.37, 0.71], [2.84, 0.78, 1.45], [3.54, 0.50, 2.58], [3.86, -0.83, 2.94], [3.58, -1.91, 2.17], [2.84, -1.65, 1.02], [2.44, -2.47, -0.04], [-1.77, -0.96, -0.91], [-1.76, 0.36, -0.60], [-2.67, 0.46, 0.39], [-3.08, 1.62, 1.09], [-4.11, 1.50, 2.03], [-4.60, 0.24, 2.35], [-4.13, -0.96, 1.74], [-3.22, -0.80, 0.76], [-2.54, -1.68, -0.09], [-1.93, -1.16, -2.93], [-1.27, -2.57, -2.24], [0.15, -0.84, -3.63], [0.84, -3.04, -2.26], [1.97, -1.92, -3.02], [2.60, 1.78, 1.16], [3.84, 1.32, 3.19], [4.41, -0.99, 3.89], [3.94, -2.90, 2.47], [2.57, -3.46, -0.14], [-2.74, 2.61, 0.84], [-4.46, 2.37, 2.55], [-5.35, 0.08, 3.12], [-4.61, -1.88, 2.05], [-2.68, -2.69, -0.18], [2.45, 3.20, -1.52], [1.17, 2.93, -1.26], [0.92, 3.13, 0.05], [0.22, 3.78, -2.13], [0.43, 5.09, -2.09], [0.35, 3.40, -3.40], [-1.07, 3.49, -1.74]]}


{"formula": "C2H4NS", "method": "ωB97M-V with the def2-TZVPD basis set", "charge": 1, "homo_lumo_gap_ha": 0.3493, "mol_weight_g_mol": 74.13, "elements": ["C", "C", "N", "S", "H", "H", "H", "H"], "xyz": [[-0.16, -0.11, -0.67], [0.37, -1.20, 0.26], [0.79, 0.42, 0.26], [-1.73, -0.94, 0.06], [0.08, -0.28, -1.77], [-1.79, 0.51, 0.99], [1.65, 0.69, -0.36], [0.78, 0.92, 1.23]]}


{"formula": "H16O8", "method": "ωB97M-V with the def2-TZVPD basis set", "homo_lumo_gap_ha": 0.4243, "mol_weight_g_mol": 144.12, "elements": ["O", "H", "H", "O", "H", "H", "O", "H", "H", "O", "H", "H", "O", "H", "H", "O", "H", "H", "O", "H", "H", "O", "H", "H"], "xyz": [[-1.26, 0.10, -0.16], [-1.41, -0.51, -0.90], [-1.00, 0.93, -0.62], [-1.14, -1.48, -2.30], [-1.90, -1.82, -2.77], [-0.59, -2.24, -2.14], [1.36, -1.37, 0.67], [1.52, -1.43, 1.63], [0.69, -0.64, 0.58], [1.48, 1.34, 2.33], [0.54, 1.32, 2.56], [1.73, 2.29, 2.25], [1.74, 2.28, -0.63], [2.69, 2.40, -0.84], [1.73, 1.59, 0.08], [0.25, -3.68, -0.69], [-0.51, -3.83, -0.11], [0.66, -2.85, -0.40], [-0.68, 2.18, -1.68], [-0.88, 1.66, -2.49], [0.29, 2.31, -1.66], [-1.48, 0.66, 2.59], [-1.54, 0.32, 1.66], [-2.29, 0.50, 3.06]]}


{"formula": "C4H9NO", "method": "ωB97M-V with the def2-TZVPD basis set", "homo_lumo_gap_ha": 0.3780, "mol_weight_g_mol": 87.12, "elements": ["C", "C", "C", "H", "H", "H", "H", "H", "H", "N", "C", "O", "H", "H", "H"], "xyz": [[-0.09, 2.24, 0.00], [1.15, 2.04, 0.61], [2.01, 0.98, 0.05], [-0.75, 3.08, 0.01], [-0.27, 1.57, -0.95], [1.32, 2.72, 1.37], [1.58, 0.73, -0.94], [3.16, 1.18, 0.22], [2.09, -0.04, 0.51], [-1.05, -2.08, 0.11], [-2.10, -2.82, -0.53], [-2.94, -2.35, -1.31], [-0.91, -1.13, -0.12], [-0.97, -2.29, 1.10], [-2.23, -3.81, -0.13]]}


{"formula": "C38H80Cl26N2O9PS2", "method": "ωB97M-V with the def2-TZVPD basis set", "charge": -1, "homo_lumo_gap_ha": 0.2690, "mol_weight_g_mol": 1725.95, "elements": ["C", "C", "O", "P", "O", "C", "C", "C", "S", "O", "O", "N", "S", "O", "O", "O", "C", "C", "N", "C", "C", "C", "O", "O", "C", "C", "H", "H", "H", "H", "H", "H", "H", "H", "H", "H", "H", "H", "H", "H", "H", "H", "H", "H", "H", "H", "H", "H", "H", "H", "H", "H", "H", "H", "Cl", "C", "C", "Cl", "H", "H", "H", "H", "Cl", "C", "C", "Cl", "H", "H", "H", "H", "Cl", "C", "C", "Cl", "H", "H", "H", "H", "Cl", "C", "C", "Cl", "H", "H", "H", "H", "Cl", "C", "C", "Cl", "H", "H", "H", "H", "Cl", "C", "C", "Cl", "H", "H", "H", "H", "Cl", "C", "C", "Cl", "H", "H", "H", "H", "Cl", "C", "C", "Cl", "H", "H", "H", "H", "Cl", "C", "C", "Cl", "H", "H", "H", "H", "Cl", "C", "C", "Cl", "H", "H", "H", "H", "Cl", "C", "C", "Cl", "H", "H", "H", "H", "Cl", "C", "C", "Cl", "H", "H", "H", "H", "Cl", "C", "C", "Cl", "H", "H", "H", "H"], "xyz": [[-5.60, -1.96, -1.79], [-4.95, -1.08, -2.87], [-3.65, -1.58, -3.13], [-2.54, -0.38, -3.31], [-3.11, 0.92, -3.73], [-1.58, -0.30, -1.72], [-1.35, 1.15, -1.24], [0.12, 1.44, -0.81], [0.33, 3.25, -0.97], [-0.87, 3.79, -0.30], [0.36, 3.53, -2.43], [1.77, 3.64, -0.22], [2.01, 5.29, -0.22], [0.93, 6.08, -0.79], [2.28, 5.65, 1.18], [3.34, 5.61, -1.13], [3.44, 7.01, -1.41], [3.14, 7.37, -2.88], [1.72, 7.58, -3.04], [1.36, 8.88, -3.55], [0.75, 9.67, -2.36], [-0.65, 9.11, -2.03], [0.69, 11.06, -2.61], [-1.51, -0.96, -4.44], [-0.46, -0.06, -4.77], [-0.07, -0.38, -6.24], [-4.98, -1.88, -0.91], [-6.57, -1.51, -1.59], [-5.76, -2.98, -2.13], [-4.97, -0.06, -2.48], [-5.55, -1.12, -3.78], [-2.20, -0.78, -0.97], [-0.69, -0.90, -1.84], [-1.58, 1.90, -1.99], [-1.97, 1.40, -0.39], [0.83, 0.88, -1.41], [0.23, 1.22, 0.25], [4.49, 7.28, -1.24], [2.86, 7.63, -0.74], [3.75, 8.25, -3.10], [3.50, 6.57, -3.54], [1.30, 6.85, -3.57], [0.65, 8.83, -4.38], [2.21, 9.46, -3.91], [1.37, 9.43, -1.51], [-0.68, 8.04, -2.15], [-1.41, 9.61, -2.63], [-0.83, 9.28, -0.97], [0.09, 11.19, -3.31], [0.44, -0.22, -4.17], [-0.73, 0.99, -4.73], [-1.00, -0.59, -6.76], [0.40, 0.49, -6.67], [0.61, -1.22, -6.24], [2.86, -1.13, -4.70], [4.19, -2.25, -5.09], [4.75, -2.01, -6.47], [3.58, -2.47, -7.74], [3.82, -3.26, -4.97], [4.97, -2.08, -4.34], [5.64, -2.61, -6.62], [5.01, -0.97, -6.62], [1.23, 6.42, 4.46], [1.59, 5.49, 2.98], [1.08, 4.07, 3.07], [1.99, 3.10, 4.26], [2.66, 5.52, 2.81], [1.10, 6.00, 2.15], [1.20, 3.58, 2.10], [0.03, 4.04, 3.34], [-4.79, -2.82, 2.18], [-4.56, -1.25, 3.01], [-5.00, -0.08, 2.17], [-3.93, 0.19, 0.77], [-3.52, -1.17, 3.30], [-5.17, -1.29, 3.92], [-4.97, 0.83, 2.77], [-6.01, -0.21, 1.79], [0.01, -0.13, 3.64], [1.41, -1.11, 3.17], [1.77, -0.86, 1.73], [0.55, -1.48, 0.60], [1.18, -2.16, 3.37], [2.24, -0.82, 3.81], [2.71, -1.35, 1.48], [1.88, 0.20, 1.55], [-7.35, 4.38, -1.64], [-7.47, 4.10, 0.11], [-6.61, 2.94, 0.56], [-7.21, 1.38, -0.04], [-8.52, 3.93, 0.35], [-7.15, 5.01, 0.61], [-6.61, 2.89, 1.65], [-5.58, 3.06, 0.23], [6.93, -1.38, -1.21], [7.04, 0.29, -1.82], [6.13, 0.51, -3.00], [6.68, -0.37, -4.45], [8.08, 0.49, -2.07], [6.75, 0.94, -1.00], [6.12, 1.57, -3.26], [5.11, 0.21, -2.79], [5.80, 5.67, -3.73], [6.01, 4.55, -2.36], [7.47, 4.38, -2.00], [8.38, 3.51, -3.26], [5.55, 3.60, -2.63], [5.47, 4.97, -1.52], [7.55, 3.80, -1.09], [7.95, 5.34, -1.84], [-1.42, -3.16, 5.83], [-1.62, -3.98, 4.26], [-0.72, -5.18, 4.14], [1.01, -4.74, 4.02], [-1.43, -3.25, 3.48], [-2.66, -4.29, 4.20], [-0.96, -5.73, 3.23], [-0.83, -5.85, 4.98], [-4.22, -6.70, 3.95], [-3.18, -7.96, 4.66], [-3.50, -8.20, 6.11], [-3.04, -6.81, 7.13], [-2.15, -7.66, 4.52], [-3.35, -8.88, 4.09], [-2.94, -9.06, 6.47], [-4.55, -8.40, 6.27], [-3.82, -10.27, 8.60], [-5.45, -10.84, 9.05], [-6.10, -11.64, 7.95], [-6.52, -10.61, 6.55], [-6.05, -9.98, 9.33], [-5.33, -11.47, 9.93], [-7.03, -12.08, 8.31], [-5.45, -12.44, 7.60], [2.76, 4.80, -6.13], [2.85, 3.40, -5.03], [3.51, 2.23, -5.70], [2.49, 1.56, -7.00], [1.84, 3.17, -4.69], [3.43, 3.71, -4.16], [3.67, 1.43, -4.98], [4.47, 2.50, -6.13], [10.24, -0.39, -1.77], [10.44, -2.09, -1.26], [11.78, -2.65, -1.67], [11.91, -2.86, -3.44], [9.62, -2.66, -1.68], [10.35, -2.10, -0.18], [11.91, -3.64, -1.23], [12.60, -2.02, -1.35], [-10.40, -8.60, 9.39], [-10.04, -9.44, 7.86], [-10.58, -10.85, 7.84], [-9.72, -11.92, 8.98], [-8.96, -9.43, 7.71], [-10.50, -8.86, 7.06], [-10.46, -11.28, 6.85], [-11.64, -10.87, 8.10]]}


{"formula": "C10H15Cl4N3O6", "method": "ωB97M-V with the def2-TZVPD basis set", "homo_lumo_gap_ha": 0.3317, "mol_weight_g_mol": 415.06, "elements": ["C", "Cl", "Cl", "Cl", "Cl", "C", "N", "O", "O", "H", "H", "H", "C", "N", "O", "O", "H", "H", "H", "C", "N", "O", "O", "H", "H", "H", "C", "C", "C", "C", "C", "C", "H", "H", "H", "H", "H", "H"], "xyz": [[-16.91, -2.22, 10.07], [-18.13, -3.01, 11.08], [-17.13, -0.50, 10.55], [-15.26, -2.72, 10.50], [-17.29, -2.41, 8.34], [-16.38, 2.82, 10.13], [-16.16, 4.19, 9.56], [-16.50, 5.10, 10.25], [-15.64, 4.28, 8.48], [-17.09, 2.30, 9.49], [-16.78, 2.81, 11.14], [-15.43, 2.29, 10.13], [-20.53, -5.95, 12.04], [-19.95, -6.90, 13.00], [-18.74, -7.07, 12.87], [-20.64, -7.48, 13.85], [-20.08, -4.95, 12.03], [-21.61, -5.85, 12.12], [-20.29, -6.49, 11.13], [-21.26, -0.57, 9.25], [-20.82, -1.93, 8.86], [-20.19, -2.04, 7.80], [-21.09, -2.83, 9.56], [-22.18, -0.51, 9.83], [-21.54, -0.14, 8.28], [-20.39, -0.11, 9.71], [-20.51, -5.81, 8.39], [-20.87, -7.10, 8.29], [-19.91, -8.05, 8.55], [-18.59, -7.68, 8.90], [-18.27, -6.38, 8.89], [-19.25, -5.41, 8.70], [-21.26, -5.05, 8.22], [-21.87, -7.33, 7.96], [-20.12, -9.10, 8.40], [-17.87, -8.47, 9.03], [-17.26, -6.00, 8.96], [-18.94, -4.37, 8.68]]}